DFT (ωB97M-V with the def2-TZVPD basis set) results for a 2-piece molecular cluster, C3H9O2PS overall.

XYZ file:
```
16
C3H9O2PS | OMol25 | ωB97M-V with the def2-TZVPD basis set
C -1.5718 -0.3614 -1.2768
P 0.0820 -0.1019 -0.5262
C -0.4151 -0.5822 1.1707
S 0.0830 1.9826 -0.2420
O -1.5483 2.3503 0.3378
H -2.1308 0.1865 -0.6457
H -1.6875 -1.4403 -1.2831
H -1.6312 0.0378 -2.2215
H -1.4910 -0.3903 1.2988
H 0.2740 -0.0738 2.0157
H -0.0377 -1.6474 1.2480
H -1.3252 2.6175 1.2279
C 3.0997 0.9760 -0.2331
O 2.4407 -0.0013 -0.0535
H 3.7326 1.0097 -1.1794
H 2.8197 1.9072 0.3882
```

Summary:
- HOMO energy (eV) = -8.46
- SMILES string = CP(C)SO.C=O
- net charge = 0